# 1
{"formula": "C54H78N8O12", "method": "the ωB97M-V functional and the def2-TZVPD basis", "e_tot_ev": -93750.3418, "e_homo_ev": -7.515, "spin_multiplicity": 1, "species": ["O", "C", "O", "C", "C", "C", "H", "H", "H", "H", "H", "H", "O", "C", "O", "C", "C", "C", "H", "H", "H", "H", "H", "H", "O", "C", "O", "C", "C", "C", "H", "H", "H", "H", "H", "H", "O", "C", "O", "C", "C", "C", "H", "H", "H", "H", "H", "H", "O", "C", "O", "C", "C", "C", "H", "H", "H", "H", "H", "H", "C", "O", "H", "H", "H", "H", "C", "O", "H", "H", "H", "H", "N", "C", "C", "C", "C", "H", "H", "H", "H", "H", "N", "C", "C", "C", "C", "H", "H", "H", "H", "H", "N", "C", "C", "C", "C", "H", "H", "H", "H", "H", "N", "C", "C", "C", "C", "H", "H", "H", "H", "H", "N", "C", "C", "C", "C", "H", "H", "H", "H", "H", "N", "C", "C", "C", "C", "H", "H", "H", "H", "H", "N", "C", "C", "C", "C", "H", "H", "H", "H", "H", "N", "C", "C", "C", "C", "H", "H", "H", "H", "H"], "xyz": [[-0.3521, -7.2373, -2.1009], [0.7917, -6.8167, -2.2225], [1.8436, -7.5984, -2.4628], [3.0622, -6.8600, -2.6069], [2.7409, -5.3784, -2.4099], [1.2146, -5.3129, -2.2774], [3.3834, -7.0665, -3.6278], [3.7280, -7.3163, -1.8744], [3.0499, -4.7153, -3.2179], [3.2039, -5.0285, -1.4872], [0.8713, -4.9278, -3.2376], [0.8938, -4.7168, -1.4230], [-2.7873, 3.0928, -1.8931], [-2.2404, 2.5891, -2.8890], [-1.2025, 1.6829, -2.7893], [-0.5039, 1.4724, -4.0226], [-1.4015, 2.1406, -5.0662], [-2.5789, 2.7617, -4.3701], [-0.3839, 0.3963, -4.1478], [0.5216, 1.8413, -4.0364], [-1.6335, 1.5033, -5.9195], [-0.8700, 2.9615, -5.5475], [-3.5093, 2.2674, -4.6497], [-2.7578, 3.8033, -4.6372], [1.1328, 1.2665, 5.2327], [0.4928, 2.2156, 5.7928], [-0.4570, 1.8971, 6.6494], [-1.1050, 3.0610, 7.1334], [-0.0404, 4.1271, 6.8954], [0.6352, 3.7433, 5.6293], [-1.3657, 2.9409, 8.1849], [-2.0100, 3.2280, 6.5494], [0.7315, 4.1534, 7.6645], [-0.5226, 5.1010, 6.8112], [1.6761, 4.0422, 5.5059], [0.0304, 4.1093, 4.7997], [-3.9390, 2.1632, 1.6578], [-3.4000, 1.1373, 2.1157], [-2.1948, 1.1444, 2.7021], [-1.8561, -0.1412, 3.2436], [-3.1589, -0.8332, 3.2933], [-4.0326, -0.2249, 2.1355], [-1.2822, -0.0657, 4.1672], [-1.1886, -0.6868, 2.5766], [-3.6624, -0.8119, 4.2599], [-3.0108, -1.9054, 3.1644], [-5.0654, -0.2788, 2.4797], [-3.8749, -0.7474, 1.1920], [-4.1437, -3.9070, 2.3444], [-3.6091, -4.2762, 1.3176], [-2.5938, -5.2195, 1.3233], [-2.3362, -5.6897, 0.1010], [-2.7862, -4.5792, -0.8631], [-3.9066, -3.8447, -0.0816], [-2.8774, -6.6191, -0.0761], [-1.2849, -5.9030, -0.0923], [-3.1379, -5.0318, -1.7903], [-1.9693, -3.8873, -1.0679], [-4.8888, -4.2678, -0.2920], [-3.7845, -2.7636, -0.1481], [-0.2651, 0.3748, -0.2329], [-0.5873, -0.9728, -0.1766], [0.1303, 0.6551, 0.7433], [0.5038, 0.6879, -0.9392], [-1.1949, 0.9171, -0.4046], [0.0853, -1.4191, 0.3431], [1.2040, 3.9210, -1.7144], [2.6084, 3.7995, -1.7092], [0.9864, 4.9786, -1.5653], [0.7629, 3.5741, -2.6489], [0.7396, 3.3359, -0.9205], [2.9192, 3.6883, -2.6106], [4.9064, -3.2827, 2.2383], [6.1576, -3.5495, 1.8075], [7.0625, -3.0367, 2.7119], [6.3078, -2.3676, 3.7119], [4.9730, -2.5481, 3.3746], [4.0271, -3.5608, 1.8265], [6.2732, -4.1748, 0.9346], [8.1306, -3.1913, 2.7537], [6.7429, -1.7504, 4.4839], [4.1135, -2.0902, 3.8414], [-1.1683, 3.7176, 1.2263], [-1.0439, 5.0760, 0.8679], [0.0898, 5.5520, 1.4032], [0.6911, 4.4906, 2.0735], [-0.1348, 3.3881, 2.0829], [-1.9911, 3.1477, 1.0911], [-1.8390, 5.5646, 0.3242], [0.3874, 6.5897, 1.4348], [1.6278, 4.5271, 2.6099], [-0.1343, 2.4826, 2.6716], [-4.6443, 0.6309, -1.5414], [-4.0466, -0.3730, -2.3015], [-4.8842, -1.5317, -2.1952], [-5.9275, -1.1789, -1.3252], [-5.8090, 0.1289, -0.9660], [-4.2827, 1.5618, -1.3903], [-3.0984, -0.2562, -2.8051], [-4.6883, -2.4674, -2.6976], [-6.6966, -1.8640, -1.0004], [-6.5120, 0.6743, -0.3538], [2.5377, -0.5592, 2.1438], [2.8663, -1.1985, 0.9989], [2.0280, -2.2829, 0.9171], [1.2329, -2.3586, 2.0846], [1.6403, -1.2724, 2.8538], [2.9577, 0.2916, 2.4901], [3.6889, -0.8712, 0.3804], [2.0736, -2.9143, 0.0420], [0.4236, -2.9888, 2.4226], [1.4188, -0.8821, 3.8362], [3.9804, -1.2280, -3.6927], [4.1581, -0.1071, -4.3436], [3.8193, 0.9375, -3.4217], [3.4253, 0.4053, -2.2011], [3.4755, -0.9473, -2.4017], [4.0564, -2.1803, -4.0204], [4.4541, -0.0973, -5.3822], [3.8081, 1.9758, -3.7189], [3.2224, 0.8634, -1.2444], [3.2625, -1.8252, -1.8099], [-1.4903, -2.9448, -4.4898], [-0.8316, -2.3535, -3.4193], [0.4612, -2.0649, -3.9035], [0.5740, -2.4722, -5.1957], [-0.6537, -2.9710, -5.5619], [-2.4575, -3.2357, -4.4843], [-1.2735, -2.1877, -2.4479], [1.2734, -1.6852, -3.3014], [1.4997, -2.4502, -5.7515], [-0.9967, -3.5136, -6.4304], [5.7919, 0.3322, 1.9165], [5.3746, 1.1006, 0.8585], [4.5097, 2.0815, 1.3787], [4.4029, 1.9061, 2.7605], [5.3425, 0.8804, 3.0784], [6.4311, -0.4483, 1.8684], [5.6788, 0.7866, -0.1290], [4.0173, 2.8341, 0.7808], [3.7914, 2.5054, 3.4187], [5.5870, 0.3371, 3.9792], [-4.0522, 5.3432, -1.0546], [-5.2475, 5.0176, -0.4689], [-5.8181, 6.2101, -0.0339], [-5.0960, 7.2398, -0.6998], [-4.1120, 6.6316, -1.5057], [-3.3680, 4.6633, -1.3541], [-5.3770, 3.9654, -0.2630], [-6.6509, 6.3847, 0.6312], [-5.2789, 8.2997, -0.6017], [-3.3417, 7.0142, -2.1590]], "mulliken_charge": [-0.60, 0.44, -0.37, -0.45, 0.03, 0.56, 0.25, 0.29, 0.10, -0.05, -0.21, 0.03, -0.73, -0.11, 0.63, 0.72, -0.79, -0.56, -0.71, 0.14, 0.42, 0.31, 0.28, 0.39, -0.58, 0.53, -0.34, -0.42, -0.69, -0.05, 0.32, 0.26, 0.28, 0.36, 0.33, 0.05, -0.72, 0.08, 0.04, 0.30, -0.87, 0.88, 0.45, -0.45, 0.28, 0.36, 0.46, -0.88, -0.63, 0.35, -0.37, -0.53, 0.41, 0.75, 0.25, 0.32, 0.58, -0.69, 0.31, -0.75, 0.58, 0.73, -0.19, -0.27, -0.29, -0.53, 0.13, -0.55, 0.32, 0.04, -0.24, 0.27, 0.17, -0.57, -0.50, -0.82, -0.20, 0.28, 0.43, 0.42, 0.47, 0.42, 0.83, -0.37, -1.17, -0.59, -0.20, -0.15, 0.31, 0.48, 0.46, 0.37, 0.52, -0.19, -0.80, -0.69, -0.74, 0.05, 0.39, 0.59, 0.39, 0.47, 1.35, -0.07, -1.28, -0.83, -0.92, -0.26, 0.56, -0.08, 0.72, 0.82, 0.24, -0.85, -1.20, 0.59, -1.31, 0.20, 0.43, 0.41, 0.94, 0.51, 0.24, -0.89, 0.45, -0.48, -0.99, 0.21, 0.38, 0.21, 0.39, 0.44, 0.23, -1.37, 0.33, -1.16, -0.51, 0.25, 0.65, 0.58, 0.51, 0.44, 0.40, -0.25, -0.83, -0.45, -0.58, 0.25, 0.37, 0.42, 0.40, 0.40]}

=====

# 2
{"formula": "C54H81BBrN2O27", "method": "the ωB97M-V functional and the def2-TZVPD basis", "charge": 1, "e_tot_ev": -186266.2961, "relative_energy_kj_mol": 2130.0, "e_homo_ev": -10.145, "spin_multiplicity": 1, "species": ["C", "C", "C", "C", "C", "C", "C", "Br", "C", "C", "C", "C", "C", "C", "C", "C", "C", "C", "N", "C", "C", "C", "C", "C", "N", "B", "O", "C", "C", "C", "C", "C", "C", "O", "C", "C", "O", "H", "H", "H", "H", "H", "H", "H", "H", "H", "H", "H", "H", "H", "H", "H", "H", "H", "H", "H", "H", "H", "H", "H", "H", "H", "H", "H", "H", "H", "H", "H", "H", "H", "H", "H", "H", "H", "H", "H", "H", "H", "H", "H", "H", "H", "H", "H", "H", "H", "C", "C", "O", "C", "O", "O", "H", "H", "H", "H", "C", "C", "O", "C", "O", "O", "H", "H", "H", "H", "C", "C", "O", "C", "O", "O", "H", "H", "H", "H", "C", "C", "O", "C", "O", "O", "H", "H", "H", "H", "C", "C", "O", "C", "O", "O", "H", "H", "H", "H", "C", "C", "O", "C", "O", "O", "H", "H", "H", "H", "C", "C", "O", "C", "O", "O", "H", "H", "H", "H", "C", "C", "O", "C", "O", "O", "H", "H", "H", "H"], "xyz": [[2.7721, -1.9292, 5.6876], [3.5258, -1.5506, 4.5623], [4.3433, -1.2790, 3.1685], [4.0967, 0.1886, 2.4846], [2.5329, 0.6624, 2.3776], [1.7010, -0.0608, 1.1183], [0.5724, -1.0208, 1.7932], [1.3882, -2.8793, 2.0026], [-0.8141, -1.1967, 0.9405], [-2.1523, -1.1940, 1.9454], [-1.9952, -2.3525, 3.1420], [-1.8795, -3.9643, 2.8613], [-1.6734, -5.0695, 4.0977], [-1.5891, -4.5341, 5.6448], [-1.7381, -2.9379, 5.9904], [-1.9429, -1.8632, 4.7342], [-2.0895, -0.2671, 5.1998], [-0.9603, -0.2323, -0.3625], [-0.2760, 1.1459, -0.2367], [-0.6735, 1.8049, -1.5773], [0.0384, 3.2496, -1.8532], [-1.0626, 4.4187, -2.3239], [-0.6831, 5.9135, -1.6949], [-2.0440, 6.8393, -1.9300], [-2.6196, 7.0908, -0.5492], [-0.9396, 2.0229, 0.8565], [-0.2340, 2.2592, 2.1697], [-2.4123, 2.7310, 0.7881], [-3.6774, 1.7419, 0.4806], [1.2057, 0.9927, -0.0322], [2.1245, 0.6369, -1.3367], [3.6971, 1.0842, -0.9699], [4.3173, 2.1058, -2.0962], [3.8265, 3.4888, -1.8119], [4.6450, 4.1362, -0.7722], [4.0332, 4.5264, 0.7303], [5.9424, 4.4795, -0.9619], [2.3334, -2.1603, 6.7716], [5.5023, -1.3203, 3.4528], [4.2075, -2.1286, 2.3489], [4.6980, 0.2093, 1.4805], [4.6342, 0.9807, 3.1982], [1.9912, 0.4795, 3.4256], [2.5553, 1.8509, 2.2658], [2.5088, -0.8169, 0.6637], [0.2517, -0.7197, 2.8968], [-0.7913, -2.3145, 0.5177], [-3.0798, -1.5227, 1.2705], [-2.3268, -0.1400, 2.4230], [-1.9078, -4.3289, 1.7388], [-1.5582, -6.2213, 3.8615], [-1.4073, -5.2858, 6.5523], [-1.6767, -2.5284, 7.0896], [-2.4430, -0.1401, 6.3078], [-1.1444, 0.3765, 4.9126], [-2.9767, 0.1596, 4.5253], [-2.0639, -0.1642, -0.7453], [-0.3550, -0.7677, -1.2428], [-1.8590, 1.8250, -1.7281], [-0.3327, 1.0943, -2.4781], [0.7458, 3.1306, -2.8089], [0.7383, 3.6473, -1.0045], [-0.9630, 4.5590, -3.5055], [-2.1733, 4.1021, -2.1372], [0.1639, 6.3397, -2.4203], [-0.3357, 5.8633, -0.5787], [-2.7948, 6.2275, -2.6276], [-1.7810, 7.8226, -2.5313], [-3.4096, 7.7725, -0.5660], [-2.9185, 6.1418, -0.2085], [-0.7617, 1.8227, 2.9180], [-2.4287, 3.5870, -0.0370], [-2.6742, 3.2965, 1.8066], [-3.6703, 1.3026, -0.6296], [-3.8647, 0.9027, 1.2835], [-4.6531, 2.4296, 0.5143], [1.5915, 2.0663, 0.3270], [2.0792, -0.5279, -1.5855], [1.8923, 1.2159, -2.3198], [4.3276, 0.0747, -0.8821], [3.7682, 1.6234, 0.0663], [4.0260, 1.8114, -3.1935], [5.4982, 2.1021, -2.0269], [2.8902, 4.7767, 0.7135], [4.2565, 3.6776, 1.5342], [4.5881, 5.4955, 1.1456], [-1.8508, 7.4130, 3.0575], [-1.9842, 8.7991, 3.5996], [-3.3305, 8.8512, 4.0321], [-3.7214, 7.5647, 4.2684], [-4.7668, 7.2517, 4.8132], [-2.7899, 6.6750, 3.8166], [-0.8430, 7.0096, 3.1892], [-2.1240, 7.3498, 1.9990], [-1.3294, 8.9767, 4.4592], [-1.7905, 9.5629, 2.8415], [0.9782, -3.5171, -3.4073], [-0.3624, -3.9991, -3.8585], [-1.1447, -2.8202, -3.8711], [-0.2806, -1.7719, -4.0058], [-0.6223, -0.6211, -4.2220], [1.0149, -2.1794, -3.8680], [1.7970, -4.0986, -3.8399], [1.0779, -3.5183, -2.3168], [-0.3374, -4.4180, -4.8700], [-0.7889, -4.7404, -3.1772], [-5.4064, -7.5692, 5.1223], [-4.8709, -8.9595, 5.0077], [-4.6943, -9.1263, 3.6137], [-4.5602, -7.8777, 3.0784], [-4.2248, -7.6542, 1.9272], [-4.8492, -6.9124, 3.9993], [-5.0983, -7.0794, 6.0502], [-6.4982, -7.5339, 5.0467], [-3.9015, -9.0764, 5.5035], [-5.5646, -9.7065, 5.4030], [-4.9304, -5.7387, -6.0873], [-3.5628, -5.4591, -6.6206], [-2.7581, -5.4365, -5.4569], [-3.4102, -6.1713, -4.5091], [-2.9250, -6.5028, -3.4403], [-4.6751, -6.4873, -4.9136], [-5.5413, -6.3137, -6.7886], [-5.4676, -4.8246, -5.8136], [-3.2026, -6.2521, -7.2844], [-3.5093, -4.5026, -7.1478], [7.7041, -2.3155, -3.3183], [7.5706, -0.9294, -2.7761], [6.2244, -0.8774, -2.3436], [5.8334, -2.1638, -2.1073], [4.7880, -2.4769, -1.5625], [6.7649, -3.0535, -2.5592], [8.7118, -2.7190, -3.1865], [7.4308, -2.3787, -4.3768], [8.2254, -0.7519, -1.9165], [7.7643, -0.1656, -3.5342], [-6.4934, -0.8508, -7.2702], [-7.6604, -1.0942, -6.3691], [-7.9569, -2.4611, -6.5827], [-6.8120, -3.0492, -7.0376], [-6.6590, -4.2527, -7.1636], [-5.8609, -2.1153, -7.3321], [-5.8107, -0.0949, -6.8724], [-6.7988, -0.5585, -8.2803], [-7.4109, -0.9472, -5.3129], [-8.5194, -0.4667, -6.6220], [4.4829, 8.5273, 0.1238], [4.3494, 9.9134, 0.6660], [3.0032, 9.9654, 1.0985], [2.6122, 8.6790, 1.3348], [1.5668, 8.3659, 1.8796], [3.5437, 7.7893, 0.8829], [5.4906, 8.1238, 0.2556], [4.2096, 8.4641, -0.9347], [5.0042, 10.0909, 1.5256], [4.5431, 10.6772, -0.0922], [4.9854, -5.4944, 1.5573], [3.8184, -5.7378, 2.4584], [3.5219, -7.1048, 2.2448], [4.6668, -7.6929, 1.7899], [4.8198, -8.8964, 1.6639], [5.6179, -6.7589, 1.4954], [5.6681, -4.7385, 1.9551], [4.6800, -5.2021, 0.5472], [4.0679, -5.5908, 3.5146], [2.9594, -5.1104, 2.2055]], "mulliken_charge": [-0.63, -0.25, 0.26, -0.61, -0.45, 0.61, -0.76, -0.10, 0.27, 0.00, 0.41, -0.48, -0.45, -0.49, -0.69, 0.45, -0.67, -0.21, 0.96, -0.74, 0.33, -0.99, -0.36, -0.67, -0.45, -0.18, -0.86, 0.58, -0.80, -1.05, -0.29, 1.11, -0.72, -0.29, 0.66, -0.45, -0.59, 0.33, 0.48, -0.12, 0.04, 0.43, 0.30, 0.13, 0.57, 0.39, 0.80, 0.50, -0.51, 0.29, 0.36, 0.30, 0.28, 0.42, 0.02, 0.16, 0.48, -0.72, 0.58, 0.04, 0.37, -0.27, 0.26, 0.45, 0.31, 0.31, 0.28, 0.33, 0.24, 0.12, 0.25, -0.33, 0.42, 0.20, 0.22, 0.42, -0.21, 0.00, 0.34, -0.19, -0.56, 0.29, 0.28, 0.13, 0.14, 0.24, 0.25, -0.31, -0.33, 0.59, -0.56, -0.31, 0.25, -0.11, 0.28, 0.31, -0.20, -0.31, -0.26, 0.72, -0.63, -0.30, 0.39, 0.09, 0.22, 0.35, -0.30, -0.31, -0.31, 0.67, -0.56, -0.29, 0.28, 0.25, 0.26, 0.29, -0.11, -0.35, -0.26, 0.62, -0.57, -0.32, 0.34, 0.16, 0.21, 0.28, -0.43, -0.36, -0.08, 0.43, -0.43, -0.32, 0.32, 0.26, 0.28, 0.32, -0.29, -0.33, -0.30, 0.66, -0.57, -0.29, 0.29, 0.28, 0.26, 0.29, -0.31, -0.39, -0.31, 0.53, -0.56, -0.15, 0.32, 0.28, 0.27, 0.31, -0.25, 0.17, -0.31, 0.57, -0.55, -0.35, 0.28, 0.25, 0.24, -0.18]}

=====

Question: Number 2 is which compound?
Answer: C54H81BBrN2O27

=====

Question: Which formula does entry 1 have?
Answer: C54H78N8O12